# C3H11N2O

A cluster of 2 separate species, C3H11N2O in total in a non-equilibrium geometry (ωB97M-V/def2-TZVPD, OMol25).

The orbital gap is 0.3573 Eh. The calculation puts the relative energy (zero: lowest compared OMol25 entry of this formula, charge and spin) at 56.1 kcal per mole. For the strongest force on any atom, the calculation gives 1.74 eV/A. The HOMO energy comes out at -13.16 eV. Its charge is +1.

Atoms and positions in Å:
C1 0.63 -0.06 1.04
C2 0.81 -1.34 0.71
N1 0.88 -1.85 -0.56
N2 0.20 0.17 2.47
H1 0.48 0.80 0.39
H2 0.91 -2.08 1.57
H3 1.04 -2.84 -0.62
H4 0.99 -1.24 -1.35
H5 -0.77 0.52 2.48
H6 0.79 0.84 2.96
H7 0.21 -0.69 2.98
C3 -1.11 0.95 -2.04
O1 -0.80 2.20 -1.36
H8 -1.17 0.11 -1.27
H9 -2.04 1.01 -2.56
H10 -0.34 0.65 -2.77
H11 -0.70 2.86 -2.07

Mulliken population analysis, charges in e, atoms 1 to 8: C -0.32; C -0.10; N -0.38; N -0.31; H 0.44; H 0.18; H 0.23; H 0.22


# C47H98CrN5O7

A structure of composition C47H98CrN5O7 in a non-equilibrium geometry (ωB97M-V/def2-TZVPD, OMol25).

The orbital gap (alpha / beta) is 0.3336 / 0.3167 Eh. As for the spin multiplicity: 5. For the strongest force on any atom, the calculation gives 3.40 eV/A. The HOMO energy (alpha / beta) comes out at -10.74 / -10.74 eV. Its charge is +1.

Atoms and positions in Å:
Cr1 0.80 0.94 1.04
C1 0.62 -0.29 -2.64
C2 0.74 0.21 -1.20
O1 0.35 -0.58 -0.30
O2 1.16 1.37 -0.88
H1 0.89 0.44 -3.37
H2 -0.38 -0.68 -2.76
H3 1.30 -1.13 -2.82
C3 -1.25 -0.89 -6.05
C4 -2.46 0.06 -5.73
C5 -3.50 -0.76 -4.96
C6 -4.60 0.15 -4.36
C7 -3.97 1.23 -3.43
C8 -2.92 2.03 -4.15
N1 -1.95 1.05 -4.72
O3 -0.97 1.81 -5.47
C9 -3.43 3.07 -5.10
C10 -2.10 2.76 -3.05
C11 -3.08 0.62 -7.07
H4 -0.89 -1.50 -5.22
H5 -0.51 -0.22 -6.50
H6 -1.55 -1.55 -6.83
H7 -4.01 -1.51 -5.60
H8 -2.94 -1.34 -4.17
H9 -5.27 -0.48 -3.79
H10 -5.09 0.70 -5.20
H11 -3.53 0.74 -2.56
H12 -4.84 1.84 -3.12
H13 -2.56 3.63 -5.45
H14 -3.83 2.57 -5.97
H15 -4.15 3.76 -4.67
H16 -1.97 2.15 -2.16
H17 -1.18 3.15 -3.42
H18 -2.64 3.67 -2.82
H19 -2.52 1.47 -7.54
H20 -4.09 0.90 -6.79
H21 -3.18 -0.20 -7.83
H22 -0.12 1.58 -5.08
C12 2.28 -4.23 -3.09
C13 2.07 -4.56 -1.63
C14 2.41 -6.03 -1.35
C15 3.93 -6.31 -1.08
C16 4.44 -5.30 -0.03
C17 4.22 -3.84 -0.46
N2 2.76 -3.72 -0.66
O4 2.61 -2.36 -1.17
C18 4.45 -2.96 0.77
C19 5.20 -3.43 -1.52
C20 0.59 -4.37 -1.43
H23 3.33 -4.10 -3.36
H24 1.71 -3.41 -3.46
H25 1.90 -5.15 -3.62
H26 2.10 -6.22 -0.31
H27 1.98 -6.66 -2.11
H28 4.49 -6.30 -2.01
H29 4.04 -7.34 -0.74
H30 5.56 -5.48 0.17
H31 3.97 -5.54 0.92
H32 3.70 -3.20 1.51
H33 5.44 -3.02 1.11
H34 4.26 -1.90 0.59
H35 6.05 -2.77 -1.16
H36 5.56 -4.32 -1.96
H37 4.67 -2.86 -2.28
H38 0.29 -3.35 -1.67
H39 0.38 -4.64 -0.37
H40 -0.01 -5.02 -2.05
H41 2.19 -1.81 -0.45
C21 -2.64 2.08 0.77
C22 -3.68 0.96 0.92
C23 -4.86 1.34 0.06
C24 -5.82 0.15 -0.15
C25 -5.12 -1.03 -0.76
C26 -3.86 -1.48 0.00
N3 -3.04 -0.26 0.22
O5 -1.88 -0.58 0.98
C27 -4.37 -2.21 1.23
C28 -3.05 -2.44 -0.84
C29 -4.10 0.64 2.36
H42 -3.13 3.01 1.04
H43 -2.32 2.26 -0.23
H44 -1.75 1.91 1.42
H45 -5.40 2.20 0.50
H46 -4.51 1.51 -0.98
H47 -6.66 0.37 -0.81
H48 -6.34 -0.15 0.78
H49 -4.71 -0.66 -1.75
H50 -5.78 -1.94 -0.98
H51 -4.99 -1.61 1.90
H52 -4.82 -3.13 0.83
H53 -3.54 -2.59 1.80
H54 -2.35 -2.99 -0.23
H55 -3.73 -3.26 -1.26
H56 -2.56 -2.01 -1.69
H57 -4.09 1.49 3.07
H58 -3.37 -0.07 2.83
H59 -5.09 0.17 2.40
H60 -1.26 -0.78 0.27
C30 1.75 5.43 2.51
C31 1.80 4.75 1.16
C32 2.67 5.63 0.31
C33 4.17 5.49 0.42
C34 4.51 4.04 0.36
C35 3.85 3.21 1.46
N4 2.38 3.39 1.12
O6 1.59 2.53 2.07
C36 4.26 1.73 1.40
C37 4.19 3.73 2.89
C38 0.49 4.54 0.54
H61 0.94 6.12 2.62
H62 2.67 5.95 2.78
H63 1.74 4.77 3.38
H64 2.44 5.61 -0.78
H65 2.39 6.68 0.50
H66 4.53 6.01 1.35
H67 4.60 6.12 -0.34
H68 5.57 3.85 0.46
H69 4.19 3.72 -0.66
H70 3.92 1.16 2.20
H71 3.85 1.27 0.49
H72 5.34 1.69 1.42
H73 4.22 4.81 2.96
H74 3.57 3.36 3.72
H75 5.21 3.42 3.01
H76 -0.19 4.09 1.28
H77 0.47 3.80 -0.29
H78 -0.05 5.41 0.21
H79 1.86 2.54 3.00
C39 2.00 -1.78 2.85
C40 1.07 -1.51 3.96
C41 1.73 -1.67 5.28
C42 0.86 -1.29 6.42
C43 0.77 0.20 6.29
C44 0.05 0.68 5.01
N5 0.66 -0.06 3.87
O7 -0.16 0.22 2.75
C45 -1.46 0.35 5.19
C46 0.11 2.17 4.67
C47 -0.15 -2.48 3.94
H80 2.65 -0.94 2.70
H81 1.48 -1.95 1.87
H82 2.73 -2.59 2.88
H83 2.09 -2.74 5.30
H84 2.58 -1.00 5.24
H85 1.30 -1.58 7.37
H86 -0.07 -1.82 6.50
H87 1.79 0.56 6.28
H88 0.19 0.59 7.12
H89 -1.82 1.06 5.91
H90 -2.03 0.65 4.23
H91 -1.71 -0.66 5.45
H92 -0.46 2.29 3.80
H93 -0.26 2.78 5.42
H94 1.12 2.55 4.61
H95 -0.76 -2.33 3.02
H96 -0.70 -2.31 4.84
H97 0.37 -3.43 3.95
H98 -1.00 -0.28 2.69

Mulliken population analysis, charges in e, atoms 1 to 8: Cr 1.04; C -0.13; C 1.34; O -1.29; O -0.89; H 0.27; H -0.20; H -0.05


# C5H6O

The molecule C5H6O (ωB97M-V/def2-TZVPD, OMol25).

The orbital gap (alpha / beta) is 0.3099 / 0.3098 Eh. The calculation puts the relative energy (zero: lowest compared OMol25 entry of this formula, charge and spin) at 126.5 kcal per mole. For the strongest force on any atom, the calculation gives 0.87 eV/A. The HOMO energy (alpha / beta) comes out at -8.09 / -8.09 eV. Its charge is 0.

Atoms and positions in Å:
O1 0.14 -1.78 -1.98
C1 0.91 -0.89 -1.71
C2 0.80 -0.03 -0.48
C3 -0.41 -0.37 0.36
C4 -0.90 0.50 1.30
C5 -1.28 1.59 1.87
H1 1.78 -0.67 -2.37
H2 0.84 1.02 -0.76
H3 1.72 -0.20 0.12
H4 -1.82 0.32 0.58
H5 -0.83 -1.36 0.22
H6 -0.95 1.87 2.86

Mulliken population analysis, charges in e, atoms 1 to 8: O -0.47; C 0.04; C -0.39; C -0.35; C -0.19; C -0.50; H 0.34; H 0.33


# C22H20BrNV

A structure of composition C22H20BrNV in a non-equilibrium geometry (ωB97M-V/def2-TZVPD, OMol25).

The orbital gap (alpha / beta) is 0.1695 / 0.1864 Eh. As for the spin multiplicity: 3. For the strongest force on any atom, the calculation gives 7.92 eV/A. The HOMO energy (alpha / beta) comes out at -2.69 / -2.69 eV. Its charge is -1.

Atoms and positions in Å:
C1 -1.75 -0.58 -1.96
C2 -1.89 -1.12 -0.65
C3 -2.16 -0.03 0.24
H1 -1.88 -2.18 -0.39
C4 -2.16 1.18 -0.52
C5 -1.91 0.84 -1.88
H2 -1.89 1.53 -2.70
H3 -1.60 -1.16 -2.86
H4 -2.41 -0.11 1.29
H5 -2.37 2.18 -0.13
V1 -0.31 0.22 -0.71
Br1 2.20 -0.06 -1.28
C6 1.59 1.04 -4.16
C7 0.46 1.83 -4.53
C8 -0.57 0.94 -4.96
H6 0.40 2.91 -4.50
C9 -0.09 -0.40 -4.83
C10 1.23 -0.34 -4.31
H7 1.85 -1.20 -4.07
H8 2.55 1.41 -3.82
H9 -1.54 1.23 -5.36
H10 -0.64 -1.30 -5.09
C11 0.80 3.26 3.55
C12 0.38 3.40 2.22
C13 0.35 2.30 1.36
C14 0.67 1.03 1.90
C15 1.34 0.94 3.13
C16 1.34 2.04 3.99
N1 0.29 -0.12 1.21
C17 0.37 -1.42 1.73
C18 0.73 -2.49 0.88
C19 0.67 -3.80 1.36
C20 0.21 -4.06 2.66
C21 -0.12 -2.99 3.52
C22 -0.01 -1.68 3.07
H11 0.74 4.10 4.23
H12 0.07 4.38 1.83
H13 0.09 2.41 0.29
H14 1.81 0.00 3.41
H15 1.74 1.93 4.99
H16 1.07 -2.29 -0.14
H17 0.96 -4.63 0.70
H18 0.12 -5.09 3.02
H19 -0.48 -3.17 4.54
H20 -0.26 -0.84 3.72

Mulliken population analysis, charges in e, atoms 1 to 8: C -0.12; C -0.68; C -0.05; H 0.46; C -0.65; C -0.45; H 0.51; H 0.42


# C40H44GaN9O3PS4

A structure of composition C40H44GaN9O3PS4 (ωB97M-V/def2-TZVPD, OMol25).

The orbital gap is 0.2806 Eh. The calculation puts the relative energy (zero: lowest compared OMol25 entry of this formula, charge and spin) at 0.0 kcal per mole. For the strongest force on any atom, the calculation gives 0.41 eV/A. The HOMO energy comes out at -9.89 eV. Its charge is +1.

Atoms and positions in Å:
Ga1 -1.08 -1.48 -0.95
C1 1.28 -3.88 3.84
C2 1.41 -2.39 3.56
N1 0.11 -1.71 3.47
C3 -0.51 -1.28 4.74
C4 -1.64 -2.20 5.20
C5 -0.54 -1.56 2.31
S1 0.14 -2.30 0.93
N2 -1.68 -0.83 2.41
C6 -2.36 -0.31 1.42
O1 -2.07 -0.27 0.18
C7 -3.59 0.44 1.80
C8 -4.36 1.04 0.81
C9 -5.51 1.75 1.15
C10 -5.89 1.85 2.48
C11 -5.12 1.26 3.47
C12 -3.98 0.55 3.13
H1 2.27 -4.33 3.87
H2 0.71 -4.37 3.06
H3 0.80 -4.07 4.80
H4 1.95 -2.23 2.63
H5 1.96 -1.90 4.36
H6 -0.88 -0.27 4.63
H7 0.29 -1.28 5.48
H8 -2.39 -2.30 4.43
H9 -2.11 -1.78 6.09
H10 -1.26 -3.19 5.46
H11 -4.06 0.95 -0.23
H12 -6.11 2.21 0.37
H13 -6.78 2.40 2.74
H14 -5.42 1.34 4.51
H15 -3.37 0.08 3.89
S2 -4.23 -0.91 -4.21
C13 -3.35 0.59 -4.28
C14 -3.56 1.68 -5.12
C15 -2.69 2.75 -5.02
C16 -1.64 2.73 -4.10
C17 -1.44 1.65 -3.26
C18 -2.32 0.57 -3.34
N3 -2.27 -0.60 -2.59
C19 -3.19 -1.45 -2.95
C20 -3.25 -2.77 -2.32
C21 -4.21 -3.72 -2.66
C22 -4.19 -4.96 -2.04
C23 -3.22 -5.23 -1.09
C24 -2.27 -4.28 -0.75
C25 -2.26 -3.03 -1.36
H16 -4.36 1.68 -5.84
H17 -2.82 3.60 -5.67
H18 -0.96 3.57 -4.05
H19 -0.62 1.60 -2.56
H20 -4.97 -3.49 -3.41
H21 -4.93 -5.70 -2.30
H22 -3.21 -6.20 -0.60
H23 -1.53 -4.51 0.01
N4 8.09 0.66 -3.62
C26 7.07 0.35 -2.76
C27 6.25 1.35 -2.23
C28 5.21 1.03 -1.38
C29 4.96 -0.30 -1.06
C30 5.77 -1.30 -1.57
C31 6.82 -0.98 -2.41
S3 3.65 -0.71 0.04
O2 3.81 -2.10 0.38
O3 3.69 0.27 1.11
N5 2.23 -0.44 -0.68
C32 1.85 -1.14 -1.74
S4 2.91 -1.90 -2.91
C33 1.56 -2.39 -3.87
C34 0.42 -1.98 -3.30
N6 0.55 -1.29 -2.10
H24 8.36 1.62 -3.74
H25 8.75 -0.04 -3.89
H26 6.45 2.39 -2.48
H27 4.61 1.82 -0.95
H28 5.59 -2.33 -1.28
H29 7.45 -1.77 -2.80
H30 1.69 -2.94 -4.78
H31 -0.57 -2.16 -3.69
C35 2.45 3.27 1.53
N7 1.32 2.60 2.33
C36 0.17 3.59 2.48
N8 -0.26 4.07 1.21
C37 0.86 4.71 0.52
N9 1.97 3.79 0.30
C38 1.62 2.73 -0.65
P1 0.25 1.61 -0.07
C39 0.84 1.34 1.66
C40 -0.90 3.02 0.39
H32 3.20 2.49 1.38
H33 2.83 4.07 2.17
H34 1.68 2.35 3.24
H35 0.54 4.41 3.10
H36 -0.64 3.07 3.00
H37 1.21 5.54 1.13
H38 0.51 5.09 -0.44
H39 2.49 2.12 -0.87
H40 1.31 3.19 -1.59
H41 1.67 0.63 1.64
H42 0.02 0.95 2.26
H43 -1.76 2.62 0.93
H44 -1.28 3.48 -0.52

Mulliken population analysis, charges in e, atoms 1 to 8: Ga 0.30; C -1.22; C -0.53; N 0.65; C -0.63; C -1.21; C 0.11; S -0.51


# C6H6N2O4S2

The molecule C6H6N2O4S2 in a non-equilibrium geometry (ωB97M-V/def2-TZVPD, OMol25).

The orbital gap (alpha / beta) is 0.2061 / 0.2580 Eh. As for the spin multiplicity: 3. The calculation puts the relative energy (zero: lowest compared OMol25 entry of this formula, charge and spin) at 89.9 kcal per mole. For the strongest force on any atom, the calculation gives 6.31 eV/A. The HOMO energy (alpha / beta) comes out at -5.66 / -10.05 eV. Its charge is 0.

Atoms and positions in Å:
C1 -1.78 1.17 -2.45
C2 -1.96 -0.17 -2.04
C3 -0.58 1.81 -2.16
C4 -0.93 -0.83 -1.32
C5 0.37 1.24 -1.34
C6 0.21 -0.10 -0.89
N1 -0.06 -0.92 3.74
N2 0.74 0.36 4.26
O1 0.97 0.12 1.57
O2 2.47 -1.13 2.97
O3 1.12 -2.24 0.47
O4 2.71 -0.39 -0.23
S1 1.27 -0.35 3.04
S2 1.40 -0.88 0.14
H1 -2.50 1.79 -3.05
H2 -2.77 -0.71 -2.20
H3 -0.57 2.90 -2.52
H4 -1.27 -1.82 -1.10
H5 1.23 1.89 -1.17
H6 -0.06 -1.76 4.28

Mulliken population analysis, charges in e, atoms 1 to 8: C -0.33; C -0.64; C -0.38; C -0.34; C -0.53; C 0.53; N -0.25; N -0.16


Which value of charge does entry 1 give? +1